Density functional theory data (the ωB97M-V functional and the def2-TZVPD basis) for a cluster of 6 separate species, C5H19NO5 in total at a distorted geometry.

Each line ends with the Mulliken charge.
Positions of all 30 atoms, in Å:
C -0.21293 -0.44140 1.81425  -0.904
C 0.98208 0.00597 1.44745  -0.486
C 1.46207 -0.09998 0.01329  -0.297
N 0.43327 -0.57909 -0.93919  0.048
C 0.30102 0.16551 -2.10942  0.227
C -0.68370 0.12251 -3.00484  -0.964
H -0.47384 -0.56392 2.84666  0.315
H -0.90088 -0.68421 1.02582  0.126
H 1.85600 0.24403 2.04017  0.723
H 2.02513 0.79664 -0.28480  0.360
H 2.24361 -0.85379 -0.14918  0.228
H -0.31451 -1.21276 -0.73022  -0.031
H 1.22186 0.61795 -2.45387  0.202
H -1.51949 -0.56408 -2.91099  0.211
H -0.58189 0.67025 -3.92706  0.245
O -2.12700 2.27161 -0.11241  -0.554
H -2.19974 3.08866 0.40301  0.272
H -2.96342 2.16888 -0.55442  0.293
O -1.03009 -3.13185 -1.34351  -0.603
H -1.73915 -2.64308 -0.91378  0.303
H -1.23002 -3.99493 -0.98999  0.313
O -2.92123 -1.41615 0.00867  -0.680
H -2.91642 -0.60303 -0.50696  0.300
H -3.57387 -2.09510 0.04465  0.283
O 4.13038 -0.13224 1.65208  -0.640
H 3.80015 0.72314 1.92496  0.368
H 4.47832 -0.07810 0.76626  0.315
O 1.11769 2.84266 2.06403  -0.611
H 1.03522 2.05616 2.60147  0.349
H 0.30138 3.31974 2.27786  0.289

Results
Orbital gap   7.53 eV
DFT total energy   -17218.0044 eV
Spin multiplicity   1
Structure (SMILES)   C=CCNC=C.O.O.O.O.O
E_LUMO   0.221 eV
Energy above the lowest of the compared OMol25 structures with the same formula, charge and spin   75.1 kcal per mole

---

Density functional theory data (the ωB97M-V functional and the def2-TZVPD basis) for a cluster of 5 separate species, C5H20 in total at a distorted geometry.

Each line ends with the Mulliken charge.
Positions of all 25 atoms, in Å:
C -1.79369 -0.60638 -1.81521  -0.913
H -1.96818 -1.48970 -1.23482  0.340
H -1.81132 0.28303 -1.18709  0.185
H -0.81305 -0.76986 -2.11487  0.088
H -2.50130 -0.66152 -2.59103  0.294
C 1.43048 -3.03910 -1.46278  -0.909
H 2.34835 -3.56861 -1.35592  0.314
H 1.08071 -2.51242 -0.55091  0.057
H 1.48298 -2.26152 -2.14153  0.266
H 0.71634 -3.78673 -1.74210  0.271
C 1.12063 -0.79074 3.12262  -0.862
H 1.06929 -1.26001 2.18674  0.096
H 1.92689 -1.00725 3.77644  0.302
H 1.26321 0.25325 2.72712  0.191
H 0.15002 -0.81897 3.64129  0.258
C -1.24426 1.96949 2.26628  -0.678
H -1.71902 1.26853 1.55297  0.164
H -0.36343 1.41128 2.69088  -0.040
H -0.74481 2.88788 1.89719  0.289
H -1.75379 2.52566 3.16725  0.277
C 0.45837 2.34025 -2.07105  -0.858
H 0.62384 2.90076 -3.09730  0.263
H 1.33958 2.59892 -1.47636  0.253
H -0.51267 2.80070 -1.86212  0.258
H 0.21484 1.33305 -2.32566  0.094

Results
Orbital gap   12.97 eV
DFT total energy   -5507.6862 eV
Spin multiplicity   1
Structure (SMILES)   C.C.C.C.C
E_LUMO   0.798 eV
Energy above the lowest of the compared OMol25 structures with the same formula, charge and spin   34.4 kcal per mole

---

Density functional theory data (the ωB97M-V functional and the def2-TZVPD basis) for a structure of composition C5H20AlN10O5 at a distorted geometry.

Each line ends with the Mulliken charge.
Positions of all 41 atoms, in Å:
Al 1.98366 -0.53328 0.78546  1.412
C -1.15903 -2.29712 -1.24722  0.614
O -0.16112 -1.84561 -0.63430  -0.492
N -2.27115 -1.66278 -1.65268  -0.300
N -1.10557 -3.61233 -1.56634  -0.459
H -2.89984 -2.12323 -2.28901  0.227
H -2.39844 -0.68280 -1.48946  0.211
H -0.43668 -4.11582 -1.00363  0.241
H -1.80752 -4.14040 -2.05924  0.192
C 2.99711 -0.98233 -3.19303  0.601
O 2.74658 -0.82722 -1.99037  -0.431
N 4.11624 -0.55615 -3.81715  -0.359
N 2.14855 -1.63281 -4.03262  -0.345
H 4.45197 -0.83257 -4.72335  0.220
H 4.69802 0.05493 -3.25903  0.252
H 2.41603 -1.84578 -4.97879  0.209
H 1.37288 -2.14560 -3.64586  0.185
C -0.23616 2.06532 -1.41086  0.641
O 0.74063 1.41639 -0.98036  -0.521
N -0.93446 1.62911 -2.47651  -0.360
N -0.73970 3.15942 -0.79505  -0.366
H -1.78779 2.05308 -2.79778  0.220
H -0.58454 0.78729 -2.90416  0.215
H -1.59375 3.59527 -1.09231  0.213
H -0.12759 3.61217 -0.13404  0.238
C 1.18746 1.20562 4.22714  0.654
O 1.27551 1.18958 2.96778  -0.489
N 1.39374 2.35430 4.89434  -0.380
N 0.88908 0.13902 5.00041  -0.352
H 1.58020 3.18449 4.35390  0.257
H 1.43420 2.39389 5.89877  0.198
H 0.96281 -0.79762 4.64291  0.257
H 1.01384 0.26667 5.99128  0.212
C -1.94019 0.15836 1.71031  0.616
O -0.75315 0.26860 1.30116  -0.297
N -2.23497 -0.35295 2.91560  -0.397
N -2.98216 0.66224 1.02183  -0.332
H -3.15967 -0.36843 3.30923  0.199
H -1.45722 -0.74121 3.42345  0.184
H -2.73952 1.31988 0.30324  0.216
H -3.89832 0.58039 1.42639  0.198

Results
Orbital gap   2.90 eV
DFT total energy   -37217.8525 eV
Spin multiplicity   1
E_LUMO   -15.254 eV
Energy above the lowest of the compared OMol25 structures with the same formula, charge and spin   60.2 kcal per mole
Net charge   +3

---

Density functional theory data (the ωB97M-V functional and the def2-TZVPD basis) for a structure of composition C5H20BF8N2O13S4V at a distorted geometry.

Each line ends with the Löwdin spin population.
Positions of all 54 atoms, in Å:
V -15.51558 -25.44303 15.49324  1.928
B -15.69006 -28.78168 14.93577  0.001
F -15.68861 -29.40350 13.72616  0.000
F -16.82333 -29.06237 15.65148  0.000
F -14.46465 -28.94622 15.60546  0.001
F -15.69810 -27.29885 14.72642  0.014
N -14.93261 -23.59600 15.72464  -0.002
S -14.35108 -22.73477 17.03526  0.004
O -15.07210 -21.56524 17.30417  0.001
O -12.94099 -22.76568 17.16270  0.001
F -14.82911 -23.78613 18.11866  0.004
S -14.67616 -22.37342 14.55197  0.004
O -13.36069 -21.88935 14.53363  0.000
O -15.74246 -21.48882 14.38009  0.002
F -14.68263 -23.32065 13.27354  0.002
N -17.23812 -25.35414 16.44775  -0.016
S -17.89924 -26.07626 17.76435  0.003
O -19.18261 -26.60653 17.58133  -0.002
O -17.43135 -25.52920 18.97854  0.001
F -16.98633 -27.37482 17.62047  0.002
S -18.33273 -23.96213 16.53001  0.004
O -18.15110 -23.12592 17.64359  0.000
O -19.59485 -24.21257 15.95359  0.002
F -17.62930 -23.16369 15.36655  0.001
C -17.54141 -25.98258 13.21787  0.001
O -16.57266 -24.99040 13.66829  0.014
H -18.34500 -25.46801 12.69589  0.000
H -17.07119 -26.68129 12.53009  0.000
H -17.93547 -26.52050 14.07183  0.000
H -16.57602 -24.21732 13.09627  0.002
C -19.91435 -29.71272 17.05428  0.000
O -19.84076 -30.98056 16.42411  0.000
H -20.37694 -29.85177 18.02596  0.000
H -18.92530 -29.25624 17.15910  0.000
H -20.43624 -28.99867 16.40670  0.000
H -19.08638 -31.00491 15.83027  0.000
C -14.32965 -26.62908 18.22167  0.005
O -14.29338 -26.53842 16.77511  0.023
H -14.77617 -27.58421 18.49970  0.001
H -13.36169 -26.43781 18.66901  0.000
H -15.07856 -25.94577 18.60875  0.000
H -13.85753 -27.33776 16.42750  0.001
C -22.34080 -25.42631 18.08671  0.000
O -22.07496 -24.28589 17.29173  0.000
H -23.31346 -25.23776 18.54709  0.000
H -22.42578 -26.32276 17.46905  0.000
H -21.66046 -25.58389 18.92987  0.000
H -21.36615 -24.48380 16.67075  0.000
C -19.39302 -27.33018 21.26197  0.000
O -19.62127 -27.19600 22.66340  0.000
H -20.00398 -26.64673 20.66351  0.000
H -18.33334 -27.19016 21.04159  0.000
H -19.70665 -28.33173 20.97186  0.000
H -19.22414 -26.36127 22.92516  0.000

Results
Orbital gap (alpha / beta)   6.32 / 7.40 eV
DFT total energy   -126554.0524 eV
Spin multiplicity   3
E_LUMO (alpha / beta)   -3.734 / -2.652 eV

---

Density functional theory data (the ωB97M-V functional and the def2-TZVPD basis) for a structure of composition C5H20BrFeN10O5 at a distorted geometry.

Each line ends with the Löwdin spin population.
Positions of all 42 atoms, in Å:
Fe -6.28690 7.24939 11.31217  4.343
Br -7.26974 9.39994 10.88692  0.281
C -8.15744 6.35766 13.79104  0.012
O -7.44638 6.73885 12.85258  0.066
N -9.48776 6.61383 13.75156  0.004
N -7.73027 5.59161 14.80558  0.003
H -9.87774 7.09536 12.96136  0.000
H -10.05170 6.40384 14.55707  0.000
H -8.44472 5.17123 15.37702  0.000
H -6.81125 5.20124 14.90812  0.000
C -4.25955 8.59625 13.61230  0.008
O -5.06251 8.01507 12.84626  0.052
N -3.19936 9.25088 13.14763  0.002
N -4.32106 8.46603 14.95214  0.002
H -2.64542 9.76672 13.80900  0.000
H -2.98742 9.23638 12.16643  0.000
H -5.16460 7.98725 15.22356  0.000
H -3.62880 8.81059 15.58977  0.000
C -3.94058 7.20251 9.00452  0.010
O -4.75903 7.17278 9.95039  0.055
N -2.67531 6.80854 9.00030  0.002
N -4.37529 7.77943 7.85743  0.003
H -2.10492 6.88577 8.17634  0.000
H -2.21648 6.52204 9.84656  0.000
H -5.31182 8.11109 7.73290  0.000
H -3.66054 7.97177 7.17554  0.000
C -4.74590 4.47145 11.63506  0.009
O -5.47986 5.47375 11.73347  0.050
N -5.20515 3.25184 11.34994  0.003
N -3.43104 4.53145 11.90515  0.004
H -4.67162 2.44404 11.08037  0.000
H -6.19690 3.21389 11.17655  0.000
H -2.91976 3.68152 12.07711  0.000
H -2.91775 5.37804 12.06861  0.000
C -8.31058 6.02579 9.15619  0.012
O -7.45338 6.34928 9.99768  0.067
N -9.11389 4.96763 9.22391  0.004
N -8.52288 6.74542 8.02662  0.005
H -9.60520 4.58785 8.43724  0.000
H -8.90710 4.34304 9.99093  0.000
H -9.07375 6.37839 7.27550  0.000
H -7.94640 7.56274 7.91060  0.000

Results
Orbital gap (alpha / beta)   9.90 / 7.65 eV
DFT total energy   -135071.6313 eV
Spin multiplicity   6
E_LUMO (alpha / beta)   -4.809 / -6.858 eV
Energy above the lowest of the compared OMol25 structures with the same formula, charge and spin   14.0 kcal per mole
Net charge   +2

---

Density functional theory data (the ωB97M-V functional and the def2-TZVPD basis) for a structure of composition C5H20ClCrN8O5 at a distorted geometry.

Each line ends with the Löwdin spin population.
Positions of all 40 atoms, in Å:
Cr -0.57508 -0.04818 0.64594  3.769
Cl -2.80669 -0.71311 1.49805  0.023
C -0.35515 1.38363 3.42853  0.007
O -0.10919 1.55316 2.01813  0.047
H -1.43760 1.27606 3.49813  0.000
H 0.08669 0.43246 3.72542  0.001
H 0.06943 2.15199 4.07464  0.001
H 0.29802 2.40504 1.84467  0.004
C 0.82043 -2.29900 2.43013  0.007
O 0.52924 -1.52184 1.48376  0.029
N 1.84437 -2.12142 3.21872  0.002
N 0.25309 -3.42658 2.68794  0.003
H 2.29421 -1.23077 3.06227  0.000
H 1.88611 -2.60971 4.10186  0.000
H -0.42638 -3.83634 2.06303  0.000
H 0.59208 -3.99804 3.44861  0.000
C -1.17514 -1.93307 -2.13415  0.008
O -0.78438 -1.32887 -1.15725  0.039
N -0.95524 -3.21689 -2.38018  0.002
N -1.82060 -1.38309 -3.06411  0.002
H -1.08129 -3.59463 -3.30836  0.000
H -0.11431 -3.49893 -1.89707  0.000
H -2.20950 -1.96134 -3.79520  0.000
H -2.12445 -0.44172 -2.86016  0.000
C -1.38959 2.65990 -1.09301  0.004
O -1.44947 1.67149 -0.41778  0.014
N -0.66747 3.69793 -0.85118  0.002
N -2.32786 2.95663 -1.87369  0.002
H 0.20654 3.56610 -0.36249  0.000
H -1.03643 4.57014 -1.20221  0.000
H -3.11275 2.35233 -2.07084  0.000
H -2.26157 3.63665 -2.61751  0.000
C 2.19367 0.73554 -1.03591  0.006
O 1.26543 0.71051 -0.22924  0.019
N 3.03390 -0.23927 -1.10439  0.002
N 2.18698 1.49689 -2.07142  0.002
H 3.54910 -0.26498 -1.97273  0.000
H 2.73247 -1.11428 -0.69992  0.000
H 2.99155 1.47846 -2.68170  0.000
H 1.38689 2.04707 -2.34936  0.000

Results
Orbital gap (alpha / beta)   6.94 / 8.31 eV
DFT total energy   -68610.3802 eV
Spin multiplicity   5
E_LUMO (alpha / beta)   -2.339 / -2.346 eV
Energy above the lowest of the compared OMol25 structures with the same formula, charge and spin   71.1 kcal per mole
Net charge   +1